Here is a structure of composition C53H39AsCl3F12GaGeNP2S in a non-equilibrium geometry from the OMol25 dataset. Energies are from the ωB97M-V functional and the def2-TZVPD basis.

HOMO-LUMO gap (alpha / beta)	4.55 / 3.70	eV
HOMO level (alpha / beta)	-11.7 / -11.7	eV
ΔE to the lowest compared entry with this formula, charge and spin	930.0	kcal/mol
charge	+2
spin multiplicity	2
energy	-11993.438223	a.u.
LUMO (alpha / beta)	-7.156 / -8.005	eV

Each line ends with the Mulliken spin population.
Cartesian coordinates (Å):
1 Ga 2.4182 0.6663 -1.4899  0.118
2 F 0.3883 -4.0868 -0.6465  0.000
3 C 1.2655 -3.9410 0.3516  0.000
4 F 1.6529 -5.1542 0.7415  0.000
5 F 0.5892 -3.4069 1.3897  -0.002
6 C 2.4398 -3.0781 -0.0429  0.004
7 C 3.7229 -3.4968 0.2723  -0.003
8 C 4.8138 -2.7126 -0.0672  0.007
9 C 4.5854 -1.5305 -0.7281  -0.003
10 N 3.3529 -1.1188 -1.0453  0.005
11 C 2.2599 -1.8578 -0.6999  0.018
12 S 0.7458 -1.1037 -1.1926  0.045
13 H 3.8678 -4.4336 0.7923  0.000
14 H 5.8199 -3.0179 0.1773  0.000
15 H 5.3886 -0.8680 -1.0232  0.001
16 Cl -1.0777 3.4154 -0.2083  0.044
17 Ge 0.1842 1.1498 0.1883  0.270
18 Cl 2.4537 1.0857 0.9183  0.023
19 Cl 0.8381 1.9495 -1.4719  -0.110
20 C -1.3792 -1.5080 3.4118  0.032
21 C -2.8579 -1.2739 3.6478  -0.004
22 As -3.3155 -1.6920 5.5502  0.001
23 C -1.9736 -0.6115 6.4676  0.000
24 C -1.6945 0.6839 6.0273  -0.005
25 C -0.7407 1.4458 6.6852  0.000
26 C -0.0653 0.9246 7.7819  0.001
27 C -0.3389 -0.3620 8.2186  0.000
28 C -1.2894 -1.1321 7.5566  0.000
29 C -4.9216 -0.6287 5.7853  0.001
30 C -5.0516 0.2549 6.8537  0.000
31 C -6.2039 1.0164 6.9881  0.000
32 C -7.2476 0.8643 6.0870  0.000
33 C -7.1382 -0.0412 5.0405  0.000
34 C -5.9851 -0.7982 4.9005  0.000
35 P -0.7215 -0.9157 1.7797  0.042
36 C -1.2192 0.8936 1.7788  0.141
37 C -0.5368 1.8930 2.6358  -0.045
38 C -0.8891 3.1900 2.5102  0.136
39 C -1.8954 3.5937 1.4582  0.030
40 C -2.9840 2.5583 1.3842  0.131
41 C -2.6174 1.2620 1.4502  -0.058
42 C -1.9230 -1.5556 0.5460  0.000
43 C -2.2996 -0.8656 -0.6122  -0.003
44 C -3.1806 -1.4317 -1.5183  -0.002
45 C -3.6741 -2.7113 -1.3090  -0.001
46 C -3.2840 -3.4178 -0.1845  -0.001
47 C -2.4117 -2.8483 0.7330  0.000
48 H -1.1133 -2.5662 3.4731  0.000
49 H -0.7713 -0.9691 4.1441  -0.003
50 H -3.4718 -1.8934 2.9967  0.000
51 H -3.1360 -0.2294 3.4917  -0.001
52 H -2.2270 1.1015 5.1784  0.005
53 H -0.5333 2.4528 6.3433  0.000
54 H 0.6709 1.5260 8.2981  0.000
55 H 0.1848 -0.7686 9.0728  0.000
56 H -1.4970 -2.1428 7.8874  0.000
57 H -4.2461 0.3557 7.5710  0.000
58 H -6.2936 1.7164 7.8080  0.000
59 H -8.1588 1.4328 6.2152  0.000
60 H -7.9594 -0.1708 4.3482  0.000
61 H -5.9120 -1.5326 4.1051  0.000
62 H 0.2398 1.5546 3.3112  0.006
63 H -0.4572 3.9654 3.1267  -0.014
64 H -2.2169 4.6264 1.5204  -0.006
65 H -4.0058 2.8665 1.2131  -0.005
66 H -3.3339 0.4677 1.3095  0.011
67 H -1.9178 0.1252 -0.8384  -0.007
68 H -3.4837 -0.8669 -2.3902  0.000
69 H -4.3449 -3.1599 -2.0283  0.000
70 H -3.6494 -4.4217 -0.0175  0.000
71 H -2.1034 -3.4240 1.5961  0.000
72 F 8.3589 1.1668 -6.6846  0.000
73 C 7.3624 0.3884 -7.1217  0.000
74 F 7.2581 0.5453 -8.4411  0.000
75 F 7.7268 -0.8861 -6.8925  0.000
76 C 6.0670 0.6788 -6.3987  0.000
77 C 4.8804 0.8157 -7.1046  0.001
78 C 3.6844 0.9526 -6.4185  0.002
79 C 3.7010 0.9546 -5.0255  -0.003
80 C 4.9027 0.8584 -4.3218  -0.003
81 C 6.0937 0.7207 -5.0109  0.001
82 P 2.2059 0.8962 -4.0325  0.016
83 C 1.0937 -0.3894 -4.6087  0.020
84 C -0.2615 -0.1408 -4.8090  -0.005
85 C -1.0987 -1.1910 -5.1393  -0.005
86 C -0.5847 -2.4773 -5.2373  0.004
87 C 0.7668 -2.7272 -5.0499  -0.006
88 C 1.6116 -1.6785 -4.7272  0.012
89 C -1.5337 -3.6121 -5.5373  0.000
90 F -0.9426 -4.8062 -5.4498  0.000
91 F -2.5634 -3.6094 -4.6680  0.000
92 F -2.0622 -3.5018 -6.7616  0.000
93 C 1.1797 2.4785 -3.9690  -0.006
94 C 0.5803 2.1013 -2.8028  -0.088
95 C 1.6050 2.9570 -1.0638  0.087
96 C 2.1032 4.2483 -1.1381  -0.003
97 C 2.0735 4.6390 -2.5037  0.049
98 C 1.9769 3.6570 -3.7320  0.058
99 C 2.3435 5.0950 0.0809  0.001
100 F 1.8530 4.4513 1.1627  0.000
101 F 1.7343 6.2769 0.0179  0.000
102 F 3.6416 5.2985 0.3043  0.000
103 H 4.8916 0.8015 -8.1851  0.000
104 H 2.7471 1.0436 -6.9523  0.000
105 H 4.8805 0.8762 -3.2368  0.000
106 H 7.0355 0.6342 -4.4863  0.000
107 H -0.6507 0.8644 -4.7089  0.000
108 H -2.1515 -1.0166 -5.3172  0.000
109 H 1.1448 -3.7351 -5.1463  0.000
110 H 2.6704 -1.8508 -4.5664  0.002
111 H 0.5830 0.9527 -1.5701  0.037
112 H -0.0806 2.4302 -1.1118  0.023
113 H 2.3296 5.6661 -2.7370  0.000
114 H 2.7097 3.8808 -4.5029  0.007

Here is the molecule C4H7BrO3 from the OMol25 dataset. Energies are from the ωB97M-V functional and the def2-TZVPD basis.

HOMO-LUMO gap	11.09	eV
HOMO level	-10.6	eV
ΔE to the lowest compared entry with this formula, charge and spin	0.0	kcal/mol
SMILES string	C[C@H](Br)COC(=O)O
energy	-2956.355524	a.u.
LUMO	0.468	eV

Each line ends with the Mulliken charge.
Cartesian coordinates (Å):
1 C 1.6653 -0.5651 0.5426  -1.122
2 C 0.7971 -0.0456 -0.6055  0.197
3 Br 1.8803 0.6359 -2.0760  -0.141
4 C -0.1203 1.0957 -0.1861  -0.867
5 O -1.1404 0.6634 0.7304  -0.370
6 C -2.2176 0.0259 0.1777  0.665
7 O -3.1799 0.5749 -0.2294  -0.474
8 O -2.0494 -1.3108 0.1104  -0.456
9 H 1.2644 -0.2127 1.4979  0.292
10 H 2.6904 -0.2066 0.4522  0.416
11 H 1.6826 -1.6561 0.5635  0.286
12 H 0.2152 -0.8541 -1.0486  0.354
13 H 0.4574 1.8359 0.3715  0.373
14 H -0.5745 1.5955 -1.0448  0.475
15 H -1.3705 -1.5763 0.7442  0.374

Here is a cluster of 4 separate species, C5H10N2O in total in a non-equilibrium geometry from the OMol25 dataset. Energies are from the ωB97M-V functional and the def2-TZVPD basis.

HOMO-LUMO gap	9.17	eV
HOMO level	-9.2	eV
ΔE to the lowest compared entry with this formula, charge and spin	240.3	kcal/mol
energy	-380.902473	a.u.
LUMO	-0.062	eV

Each line ends with the Mulliken charge.
Cartesian coordinates (Å):
1 C -1.8435 0.6118 0.7571  -0.853
2 C -0.4948 1.0903 0.0616  -0.229
3 C 0.7112 0.5946 -0.1087  0.619
4 C 2.1014 0.9960 -0.4876  -1.146
5 C 1.0770 -0.7582 0.2510  0.522
6 H -2.7799 -0.2657 -0.1407  0.353
7 H -2.5386 1.8518 1.0435  0.279
8 H -1.3656 0.0385 2.2200  0.235
9 H -0.6374 2.2835 -0.2416  0.180
10 H 2.6591 0.5499 0.5244  0.268
11 H 2.2893 2.0474 -0.9453  0.318
12 H 2.5131 0.2953 -1.3195  0.275
13 H 0.0512 -2.5069 0.4534  0.244
14 H -1.8296 -1.0407 -0.5457  0.030
15 H -0.8487 -1.3757 -1.7091  0.239
16 N 0.0505 -1.6653 -0.0637  0.077
17 N -1.1114 -1.5232 -0.7332  -0.751
18 O 1.9969 -1.2233 0.9843  -0.659

Here is a structure of composition C26H52FeN11Se in a non-equilibrium geometry from the OMol25 dataset. Energies are from the ωB97M-V functional and the def2-TZVPD basis.

HOMO-LUMO gap (alpha / beta)	9.49 / 6.12	eV
HOMO level (alpha / beta)	-13.7 / -13.7	eV
ΔE to the lowest compared entry with this formula, charge and spin	35.2	kcal/mol
charge	+2
spin multiplicity	6
energy	-5288.789576	a.u.
LUMO (alpha / beta)	-4.223 / -7.597	eV

Each line ends with the Mulliken spin population.
Cartesian coordinates (Å):
1 Fe -0.0405 0.5099 0.0216  3.789
2 C -2.7780 1.5839 -3.0632  0.052
3 N -1.3475 1.7577 -3.2179  -0.012
4 C -0.9762 2.9888 -3.8839  0.002
5 C -0.5498 0.6323 -3.3473  -0.030
6 N -0.3880 -0.0933 -2.2771  0.073
7 C 0.0406 -1.4719 -2.3904  0.040
8 C -0.6743 -2.2834 -1.3070  0.002
9 N -0.1710 -1.9059 0.0147  0.053
10 C 1.1609 -2.4801 0.2558  0.014
11 C 2.1556 -1.4645 0.8340  0.013
12 N 2.2149 -0.2598 0.0337  -0.090
13 C 3.3440 0.1932 -0.4071  0.101
14 N 3.4046 1.4132 -0.9778  -0.006
15 C 4.6165 1.8724 -1.6283  0.000
16 C 2.2514 2.2806 -0.9905  0.061
17 N 4.5826 -0.4582 -0.3356  0.000
18 C 5.4390 -0.1334 0.7814  0.000
19 C 4.7977 -1.7468 -0.9486  -0.001
20 C -1.1541 -2.2142 1.0600  0.001
21 C -0.7522 -1.6363 2.4224  0.020
22 N -0.2713 -0.2862 2.2366  0.067
23 C 0.0229 0.5819 3.1410  -0.015
24 N -0.0008 0.4392 4.4864  -0.004
25 C 0.2445 -0.8272 5.1594  0.000
26 C -0.2822 1.5195 5.4197  -0.001
27 N 0.5552 1.7805 2.5332  0.026
28 C 1.9698 1.9095 2.8817  0.003
29 C -0.1271 3.0558 2.7291  0.015
30 N 0.0121 0.3928 -4.5601  0.007
31 C 1.3112 -0.2125 -4.7568  0.000
32 C -0.6749 0.7131 -5.7942  -0.001
33 H -3.2826 1.5700 -4.0366  0.004
34 H -3.1921 2.4137 -2.4897  -0.017
35 H -2.9764 0.6499 -2.5428  -0.011
36 H -1.2094 3.8216 -3.2158  -0.002
37 H -1.5177 3.1482 -4.8195  0.001
38 H 0.0938 3.0002 -4.0805  0.001
39 H 1.1216 -1.5480 -2.2412  -0.011
40 H -0.2089 -1.8861 -3.3717  0.003
41 H -0.5503 -3.3585 -1.4999  -0.002
42 H -1.7398 -2.0481 -1.3553  -0.008
43 H 1.5696 -2.8314 -0.6925  -0.002
44 H 1.1009 -3.3439 0.9278  -0.002
45 H 3.1295 -1.9484 0.9358  0.010
46 H 1.8284 -1.1660 1.8318  -0.011
47 H 5.3400 2.2594 -0.9067  0.000
48 H 4.3678 2.6628 -2.3324  0.000
49 H 5.0914 1.0581 -2.1732  0.000
50 H 1.7004 2.1673 -0.0425  -0.019
51 H 1.5759 2.0383 -1.8227  -0.020
52 H 2.5751 3.3152 -1.0902  0.006
53 H 5.2236 0.8736 1.1278  0.000
54 H 6.4789 -0.1865 0.4615  0.000
55 H 5.3037 -0.8230 1.6241  0.000
56 H 4.0865 -1.8928 -1.7574  0.000
57 H 4.7282 -2.5933 -0.2561  0.000
58 H 5.8049 -1.7518 -1.3698  0.000
59 H -1.2976 -3.3012 1.1635  0.001
60 H -2.1047 -1.7667 0.7537  0.002
61 H 0.0249 -2.2797 2.8421  -0.001
62 H -1.6168 -1.6758 3.0940  0.002
63 H 0.7452 -1.5313 4.5042  0.000
64 H -0.6797 -1.2699 5.5384  0.000
65 H 0.9115 -0.6443 6.0054  0.000
66 H -1.0075 2.2119 5.0035  0.001
67 H 0.6186 2.0618 5.7236  0.000
68 H -0.7230 1.0774 6.3121  0.000
69 H 2.5133 1.0339 2.5345  0.001
70 H 2.1293 2.0258 3.9589  0.001
71 H 2.3790 2.7881 2.3850  0.002
72 H -1.2050 2.9205 2.6830  0.002
73 H 0.1739 3.7205 1.9166  0.001
74 H 0.1433 3.5432 3.6708  0.001
75 H 1.8538 -0.2675 -3.8175  0.000
76 H 1.8865 0.3998 -5.4561  0.000
77 H 1.2184 -1.2142 -5.1860  0.000
78 H -1.7476 0.7349 -5.6303  0.000
79 H -0.4604 -0.0757 -6.5144  0.000
80 H -0.3507 1.6608 -6.2234  0.001
81 Se -1.9977 1.7020 0.1200  0.751
82 C -3.1565 3.2594 0.1645  0.031
83 C -4.5180 3.1333 -0.0886  0.051
84 C -5.2986 4.2805 -0.0506  -0.021
85 N -4.8017 5.4656 0.2277  0.059
86 C -3.5171 5.5942 0.4733  -0.020
87 C -2.6426 4.5190 0.4479  0.027
88 H -4.9582 2.1765 -0.3151  0.003
89 H -6.3563 4.2336 -0.2578  0.000
90 H -3.1600 6.5900 0.6923  0.000
91 H -1.5910 4.6668 0.6354  0.008

Here is a cluster of 2 separate species, BrH3P2 in total in a non-equilibrium geometry from the OMol25 dataset. Energies are from the ωB97M-V functional and the def2-TZVPD basis.

HOMO-LUMO gap (alpha / beta)	5.65 / 5.65	eV
HOMO level (alpha / beta)	-9.4 / -9.4	eV
ΔE to the lowest compared entry with this formula, charge and spin	72.8	kcal/mol
energy	-3258.385890	a.u.
LUMO (alpha / beta)	-3.715 / -3.715	eV

Each line ends with the Mulliken charge.
Cartesian coordinates (Å):
1 P 0.6957 -0.7765 0.0125  -0.124
2 P -0.0015 1.2937 -0.2702  0.129
3 Br -3.2117 0.3314 0.6056  -0.370
4 H 0.7546 -1.3318 -1.4202  0.104
5 H 2.1795 -0.8607 -0.0540  0.135
6 H -0.4166 1.3438 1.1263  0.126

Here is a structure of composition C4H4NiO5 in a non-equilibrium geometry from the OMol25 dataset. Energies are from the ωB97M-V functional and the def2-TZVPD basis.

HOMO-LUMO gap (alpha / beta)	8.17 / 7.43	eV
HOMO level (alpha / beta)	-9.3 / -9.4	eV
ΔE to the lowest compared entry with this formula, charge and spin	28.0	kcal/mol
spin multiplicity	3
energy	-2039.246555	a.u.
LUMO (alpha / beta)	-1.171 / -1.946	eV

Each line ends with the Mulliken spin population.
Cartesian coordinates (Å):
1 O 1.0801 -0.3476 1.2887  0.216
2 C -0.9801 -0.8389 2.6468  0.043
3 O -1.3709 0.1823 3.0075  0.004
4 Ni 0.0588 -1.8088 0.9366  1.628
5 O -0.7186 0.4852 -1.3198  0.005
6 C -1.3920 -0.6977 -1.4026  -0.007
7 C 0.6781 0.5372 -1.0270  0.008
8 O -2.5040 -0.6424 -1.9184  0.017
9 O -0.8643 -1.7297 -0.8689  0.089
10 C 1.0624 0.8822 0.4089  -0.013
11 H 1.0813 1.3008 -1.7066  -0.002
12 H 1.1552 -0.4120 -1.3194  0.001
13 H 0.6753 1.7036 1.0384  0.004
14 H 2.0388 1.3858 0.2358  0.008

Here is the molecule C5H6O from the OMol25 dataset. Energies are from the ωB97M-V functional and the def2-TZVPD basis.

HOMO-LUMO gap	8.68	eV
HOMO level	-8.7	eV
ΔE to the lowest compared entry with this formula, charge and spin	101.0	kcal/mol
energy	-269.185342	a.u.
LUMO	-0.024	eV

Each line ends with the Mulliken charge.
Cartesian coordinates (Å):
1 C 0.1254 1.7482 -1.1132  -1.101
2 C 0.8895 0.6248 -0.4549  -0.137
3 C 0.4665 -1.0349 1.1098  -0.785
4 O -0.0470 -0.0502 0.4148  -0.118
5 C -0.6267 -1.8586 1.5397  0.260
6 C -1.4215 -2.7649 1.6626  -0.092
7 H 0.6576 2.1170 -1.9927  0.354
8 H -0.0274 2.5865 -0.4340  0.293
9 H -0.8507 1.3752 -1.4349  0.307
10 H 1.7548 0.9407 0.1323  0.328
11 H 1.2112 -0.1258 -1.1809  0.306
12 H -2.1317 -3.5581 1.7513  0.386

Here is the molecule C3H6N4O in a non-equilibrium geometry from the OMol25 dataset. Energies are from the ωB97M-V functional and the def2-TZVPD basis.

HOMO-LUMO gap (alpha / beta)	6.66 / 6.43	eV
HOMO level (alpha / beta)	-6.7 / -6.5	eV
ΔE to the lowest compared entry with this formula, charge and spin	141.7	kcal/mol
energy	-411.983152	a.u.
LUMO (alpha / beta)	-0.062 / -0.077	eV

Each line ends with the Mulliken charge.
Cartesian coordinates (Å):
1 C 1.8635 -0.0747 -0.0383  0.539
2 C -0.3083 -0.9640 0.1526  0.424
3 C -2.0589 0.6295 -0.3135  -0.832
4 N 1.0231 -0.9594 -0.1541  -0.234
5 N -0.7969 -2.1277 0.3387  -0.699
6 N -0.8735 0.2965 0.4074  0.317
7 N 3.0377 0.5315 -0.1347  -0.386
8 O -0.1016 1.3257 0.5778  -0.755
9 H -1.8510 0.3758 -1.3837  0.242
10 H -2.8403 -0.1839 0.0343  0.230
11 H -2.3810 1.5820 -0.1532  0.349
12 H -1.7210 -2.1005 0.7578  0.252
13 H 3.8434 0.3176 0.5782  0.284
14 H 3.1648 1.3516 -0.6694  0.269